Entry 1:
A structure of composition C25H24AsINOPtS2, computed with ωB97M-V with the def2-TZVPD basis set.

Its energy relative to the best compared isomer or geometry (same formula, charge and spin) is 10.30 kJ/mol. As for the expectation value of S²: 2.0134. The maximum force is 0.6 eV/Å. As for the molar mass: 815.511 g mol⁻¹. For the lowest unoccupied orbital energy (spin up / spin down), the calculation gives -2.4637 / -3.6915 eV. The HOMO-LUMO gap (spin up / spin down) is 6.94 / 6.99 eV.

The geometry in ORCA input format:
```
! RIJCOSX wB97M-V def2-TZVPD def2/J DEFGRID3
* xyz 1 3
H -3.2522 -1.8411 -2.1739
H -4.2493 1.8039 -1.4935
C -0.3559 4.4646 -3.5120
H -4.2434 -0.4412 -2.6810
C 1.1987 -3.4226 -0.3426
H -0.7394 -1.1546 5.0370
H -0.5957 4.7970 -4.5112
C -3.8276 -0.9824 -1.8323
C -0.2657 5.3558 -2.4551
C -0.1052 -0.0839 1.8885
C 0.2602 -2.5080 0.1195
H -1.7656 1.0867 5.1729
C 4.6161 -0.8574 1.7193
N 0.1877 2.6671 -2.0359
C -1.3022 0.7597 4.2516
S -2.6941 0.0809 -0.9628
Pt 0.5313 0.4781 -1.9931
H 6.4354 -0.8268 0.5833
C 4.7251 -0.6110 -0.6766
C 3.3347 -0.5321 -0.7396
H 0.1906 5.5604 -0.3556
C 0.3060 3.5377 -1.0287
H -0.7220 1.8086 1.0895
C 2.5962 -0.6375 0.4420
C -1.2947 1.5962 3.1442
C -1.0226 -2.9361 0.4508
C -0.1293 -0.9262 2.9964
C -0.7009 1.1705 1.9645
H 5.1170 -0.9760 2.6705
C -0.7245 -0.5001 4.1755
H -0.6910 -6.2319 -0.2391
H -4.6116 -1.3119 -1.1507
H -2.3575 -4.6048 0.5949
H 2.1992 -3.1033 -0.6046
O -1.7825 0.6268 -2.0425
H 5.3076 -0.5351 -1.5856
C -1.3631 -4.2745 0.3237
H 1.5852 -5.4710 -0.8294
I -0.0869 1.6600 -4.7147
C 0.8513 -4.7609 -0.4718
H 2.6540 -0.8641 2.5798
H -4.5680 1.0508 0.1083
H -1.7531 2.5752 3.2000
C -0.1106 3.1295 -3.2509
S 2.5876 -0.3203 -2.3364
C 3.2318 -0.7934 1.6660
C -3.8041 1.4185 -0.5772
H -0.4485 6.4091 -2.6208
C 5.3554 -0.7729 0.5463
C -0.4261 -5.1876 -0.1413
H 0.6111 3.1235 -0.0782
As 0.6942 -0.6250 0.2166
H -3.2183 2.1917 -0.0833
H 0.3056 -1.9170 2.9401
C 0.0823 4.8904 -1.1963
H -1.7527 -2.2319 0.8359
*
```


Entry 2:
A cluster of 2 separate species, CH2ClN2O2 in total at a distorted geometry, computed with ωB97M-V with the def2-TZVPD basis set.

Its energy relative to the best compared isomer or geometry (same formula, charge and spin) is 245.52 kJ/mol. The maximum force is 6.2 eV/Å. As for the molar mass: 109.492 g mol⁻¹. For the lowest unoccupied orbital energy, the calculation gives 3.6159 eV. The HOMO-LUMO gap is 7.63 eV.

The geometry in ORCA input format:
```
! RIJCOSX wB97M-V def2-TZVPD def2/J DEFGRID3
* xyz -1 1
C -0.9101 0.3013 -0.0023
N 0.3496 0.3866 0.6459
O 2.2816 -0.4355 0.9594
O 1.0576 -1.1399 -0.7619
H -0.5430 0.6026 -1.5111
N 1.2590 -0.4490 0.3046
Cl -2.0671 1.4674 0.4302
H -1.4275 -0.7335 -0.0647
*
```


Entry 3:
A cluster of 2 separate species, C5H7FO in total at a distorted geometry, computed with ωB97M-V with the def2-TZVPD basis set.

Its energy relative to the best compared isomer or geometry (same formula, charge and spin) is 474.26 kJ/mol. The maximum force is 4.1 eV/Å. As for the molar mass: 102.108 g mol⁻¹. For the lowest unoccupied orbital energy (spin up / spin down), the calculation gives 0.4239 / 0.3048 eV. The HOMO-LUMO gap (spin up / spin down) is 9.04 / 8.74 eV.

The geometry in ORCA input format:
```
! RIJCOSX wB97M-V def2-TZVPD def2/J DEFGRID3
* xyz 0 1
H -0.5477 0.3440 1.2077
H 2.1324 -2.0963 0.3401
C 2.1744 -0.0744 -0.0423
C 2.7099 -1.1898 0.3583
H 3.7297 -1.2622 0.7205
H -2.8473 0.6407 -0.8349
C -2.3778 0.8870 0.1140
H -3.0392 0.5831 0.9226
O -0.8934 -1.1172 -0.2760
C -0.1994 -0.1287 -0.8804
H -2.2341 1.9642 0.1705
F 2.6671 1.1522 -0.1215
H -0.2326 0.0908 -1.9276
C -1.0420 0.2066 0.2490
*
```